Formula: C27H77BNO9P
Source: the Open Molecules 2025 dataset
Level of theory: ωB97M-V/def2-TZVPD

Computed properties:
HOMO level = -7.841 eV
SMILES = CCP(BCCCCCN)CC.CCO.CCO.CCO.CCO.CCO.CCO.CCO.CCO.CCO
HOMO-LUMO gap = 8.19 eV
Maximum force = 0.0335 Eh/bohr
Molar mass = 601.70 g mol⁻¹

Geometry as XYZ:
```
116
Properties=species:S:1:pos:R:3:forces:R:3
H 6.1511 -2.0623 -4.9481 0.0 0.0 0.0
H 3.5822 -0.4411 -1.1138 -0.1 0.5 0.1
H 1.5642 -1.3374 -3.9392 -0.1 0.2 0.0
H -0.3550 1.8358 -3.8802 0.1 0.1 0.0
C -2.0575 2.3879 0.9852 0.1 0.2 -1.0
H -6.0321 3.8134 1.0434 0.0 0.1 0.0
C 6.6838 -1.5039 -2.9260 -0.3 0.2 0.0
H -5.9612 -0.6621 5.9562 0.0 -0.1 0.0
H 0.0597 0.8552 4.1363 -0.1 0.0 0.0
O -6.7137 2.2094 -1.0000 0.1 0.2 -0.2
C -0.1670 2.3394 -0.8146 0.5 0.1 -1.0
O -4.5004 -1.2853 -4.5767 0.2 -0.2 0.1
C 2.7380 2.6785 1.2482 0.9 -1.2 0.9
C 1.8789 -2.4804 -6.2260 0.0 0.0 -0.1
H 0.2209 -4.9028 -0.6632 0.0 -0.1 0.1
H -2.2122 2.7145 -5.1765 -0.1 0.0 0.1
H -2.0153 1.3351 -6.2477 0.0 -0.1 0.0
O 1.6773 -0.9611 5.3002 0.0 -0.3 0.0
H 8.3407 0.4411 4.0863 0.0 0.0 0.0
C 3.7137 0.1308 -0.1805 -0.2 0.0 0.5
H -4.8784 0.3164 6.9350 0.1 -0.1 0.1
C 6.2430 -1.1622 -4.3368 0.0 0.1 -0.1
C -7.3139 3.4553 -0.6518 -0.1 -0.3 0.2
H -4.1936 2.3011 1.1483 0.2 -0.1 -0.3
H -3.9883 1.2109 4.8495 0.0 0.1 0.1
H 1.9245 2.2307 1.8406 0.0 0.6 -0.2
H -3.7016 2.4176 -0.5275 0.3 -0.2 0.2
C 4.0530 2.4427 2.0958 -0.8 0.2 -0.4
H -1.2883 -0.2650 3.8489 0.0 0.1 0.0
H 3.9857 -0.8332 1.7760 -0.3 0.0 -0.1
H 3.2610 -3.4147 -4.8583 0.0 0.1 0.1
H -0.8319 2.3261 -1.7004 0.0 0.0 0.5
H 3.8443 1.6373 2.8115 0.4 0.1 -0.2
O 6.8165 -0.3272 -2.1325 0.3 -0.1 0.1
C -3.6212 0.4104 0.3215 -0.6 0.3 -0.2
H -6.9791 -1.6862 -3.5883 0.0 0.0 0.1
C -1.9934 0.8236 -4.1542 0.2 0.3 0.0
C 0.2631 -1.0458 5.1432 0.1 0.4 0.0
H 6.6788 0.0218 4.5445 0.1 0.0 0.1
H -4.0752 -2.4176 -2.9366 0.1 0.1 -0.1
H -4.8282 -0.8525 -2.5873 0.0 -0.1 0.1
H 1.7893 -3.3400 -6.8931 0.0 0.0 0.0
H 1.5588 -3.6029 -4.4039 0.1 -0.1 -0.1
H 1.8961 -0.0408 5.4610 0.0 0.1 0.0
H -3.5661 1.5945 -5.4246 0.0 0.0 0.0
O -4.0810 0.3900 4.3593 0.1 -0.1 -0.1
H -1.0445 0.5914 0.1039 -0.2 0.3 0.2
H -5.1699 -0.6591 -4.8611 -0.1 0.1 -0.1
H 2.6102 -1.7863 -6.6427 0.0 -0.1 0.0
H 2.3208 -5.0630 -2.0110 -0.1 0.0 0.0
H 1.8913 -3.3609 -1.7340 0.1 0.0 0.0
H -2.9048 -0.6405 5.7037 0.0 -0.1 0.0
C 7.3159 0.8130 4.1404 0.0 0.0 -0.1
C 2.2937 -2.9124 -4.8322 -0.3 0.4 0.0
C -3.9148 -0.6859 5.2811 -0.1 0.2 0.2
H -6.2224 -3.2371 -3.9205 0.1 0.0 0.1
H -2.4550 1.1547 -3.2155 -0.1 -0.1 0.0
C -0.8426 1.6331 0.3880 0.9 0.5 0.4
H -3.0807 0.0250 -0.5604 0.0 0.0 0.4
O 1.5968 -5.9468 0.4158 -0.3 -0.1 -0.1
H -7.1195 1.5300 -0.4568 0.0 -0.1 0.1
C 2.2028 -4.2895 -1.2503 -0.1 0.0 -0.1
H -8.3835 3.4109 -0.8832 0.0 0.2 0.0
P 2.8436 1.7650 -0.3785 -0.6 0.5 -0.8
H 2.4484 -5.7938 0.8304 0.1 0.0 0.1
C 7.2324 2.0602 5.0005 -0.2 -0.3 0.1
H 5.9583 0.1041 -2.1126 -0.1 0.1 0.0
H 5.3483 1.8582 5.4334 -0.1 -0.1 0.0
C -0.2055 -0.1943 3.9788 -0.1 0.0 -0.1
H 2.9633 -1.7531 0.6370 0.2 0.3 0.2
H -0.0782 1.5847 1.1861 -0.2 -0.2 -0.3
H 7.8525 2.8532 4.5836 -0.1 0.1 0.0
H -4.0096 -1.6135 4.7176 0.0 0.1 -0.1
H 0.0167 -2.0936 4.9735 0.1 0.0 0.1
H -6.4673 -2.7200 -2.2405 0.0 0.0 0.0
B 1.1943 1.5864 -1.2598 -0.2 0.1 1.0
H 4.3105 3.3396 2.6709 0.0 -0.3 -0.1
H -7.5488 4.7335 1.0789 0.0 0.0 0.0
C -4.9572 -0.6226 6.3808 -0.1 0.0 0.0
C 1.1944 -4.7285 -0.2053 0.4 0.0 0.1
O -0.5742 0.9129 -4.0284 -0.1 -0.4 -0.1
C -7.0977 3.7748 0.8154 0.0 0.0 0.0
H 0.2807 -0.5120 3.0544 0.0 -0.1 0.0
H -3.2361 0.2715 2.3597 0.1 -0.2 0.0
C -3.4329 1.9436 0.4288 -0.3 -0.3 0.8
H -2.2474 -0.2228 -4.3095 0.1 0.0 0.0
H 5.2783 -0.6490 -4.3258 -0.1 -0.1 0.0
H -1.9310 3.4515 0.7122 0.0 -0.3 0.2
H 5.9611 -2.1753 -2.4490 0.0 -0.1 -0.1
H -0.2177 -0.7267 6.0747 -0.1 -0.1 0.0
H -2.0101 2.3763 2.0853 -0.2 -0.3 -0.3
H 1.1688 0.8950 -2.2299 0.2 -0.1 0.1
H 6.9646 1.0237 3.1291 0.1 0.0 0.0
H 2.6090 3.7583 1.1284 -0.3 -0.4 -0.4
H 1.0787 -3.9598 0.5672 -0.1 0.1 -0.1
C -2.4820 1.6643 -5.3180 0.0 0.0 0.0
C -6.2080 -2.3805 -3.2450 0.0 -0.1 0.0
H -6.8594 4.2215 -1.2794 0.0 -0.1 -0.1
H 4.8882 2.1828 1.4318 -0.1 0.0 0.4
H 2.2769 -0.3761 1.4689 0.4 0.1 -0.1
H 4.7924 0.3339 -0.0944 -0.4 -0.2 0.1
H 3.1868 -4.1342 -0.7992 0.0 0.1 0.0
H -4.8388 -1.4510 7.0813 0.0 0.0 0.0
C 3.2056 -0.7441 1.0101 0.1 -0.2 -0.4
H -7.5347 2.9981 1.4485 -0.1 0.1 0.0
N -3.2783 -0.3226 1.5404 -0.1 -0.1 -0.5
H -2.4417 -0.8684 1.4163 0.2 0.1 0.3
H 7.6550 -1.9986 -2.9382 0.0 0.1 0.1
O 2.4183 -1.7794 -3.9723 0.3 -0.2 0.1
H -4.6880 0.2057 0.1089 0.3 0.3 -0.1
H 0.9193 -1.9583 -6.1985 0.0 -0.1 0.0
H 0.0433 3.4105 -0.6245 -0.2 -0.4 0.3
C -4.8444 -1.7165 -3.2606 -0.3 0.2 -0.1
O 5.8952 2.5507 5.0570 0.1 0.3 -0.1
H 6.9615 -0.4891 -4.8074 0.1 -0.1 0.0
H 7.5788 1.8519 6.0184 0.2 0.0 0.0
```
Positions in Å, forces in eV/Å.

Here are the Löwdin charges for atoms 1 to 4, given in e:
1. H 0.072
2. H 0.065
3. H 0.069
4. H 0.063

---

Formula: C27H78N6O9
Source: the Open Molecules 2025 dataset
Level of theory: ωB97M-V/def2-TZVPD

Computed properties:
HOMO level = -8.752 eV
SMILES = COC[C@H](C)N.COC[C@H](C)N.COC[C@H](C)N.COC[C@H](C)N.COC[C@H](C)N.COC[C@H](C)N.CO.CO.CO
HOMO-LUMO gap = 9.26 eV
Maximum force = 0.0604 Eh/bohr
Molar mass = 630.95 g mol⁻¹

Geometry as XYZ:
```
120
Properties=species:S:1:pos:R:3:forces:R:3
H 30.2457 8.9210 4.7922 0.3 0.2 -0.1
H 30.5811 8.2794 9.0197 -0.1 -0.8 0.1
H 30.3258 7.7413 10.7803 -0.2 0.2 -0.2
H 29.6404 3.1887 4.6226 0.4 0.2 0.1
H 21.7306 3.2707 3.4674 0.3 -0.3 -0.1
H 30.3335 1.6983 3.8867 0.0 0.2 0.1
H 26.1237 7.2859 1.6593 -0.2 0.1 -0.3
H 32.1483 9.4734 11.3130 0.5 -0.3 -0.1
H 23.1363 4.1219 9.1516 -0.1 0.0 0.1
H 19.5050 5.2427 4.2685 0.3 -0.5 1.0
H 23.0711 3.4361 4.6629 -0.1 -0.1 0.0
H 18.9342 6.7154 1.6792 0.6 0.4 0.3
C 20.3275 2.2173 8.5675 0.0 -1.2 0.6
H 27.0750 12.5513 7.9133 0.8 0.3 -0.3
H 28.1234 4.9302 3.4354 -0.2 0.1 0.6
H 26.3387 10.5149 7.9114 0.7 0.0 -0.1
H 32.4957 3.3384 9.3801 -0.2 0.6 -0.4
H 25.3366 2.9995 3.4641 -0.1 -0.2 -1.4
C 21.8360 5.1820 4.4171 -0.7 0.0 1.0
H 24.8695 9.3896 4.4258 -0.2 0.0 0.0
H 30.7177 0.7748 7.5870 0.1 -0.3 -0.2
H 26.6836 4.8079 8.9998 -0.2 0.0 0.3
H 26.4979 3.7678 4.3453 0.3 -0.3 1.0
N 26.2349 7.1365 7.8693 -0.9 0.1 0.2
H 25.3824 5.2049 0.0476 -0.3 0.1 0.5
H 20.3103 6.7482 3.9838 0.4 0.2 0.2
H 24.8393 11.1625 4.2977 0.2 0.0 0.3
H 30.6448 3.7154 7.3642 0.8 -0.1 -0.4
H 29.3946 2.4707 9.5088 -0.6 -0.6 -0.2
H 28.6499 6.3699 8.1091 0.0 0.3 -0.2
H 27.0555 5.0219 -0.1500 0.3 -0.2 0.2
H 25.6564 5.2077 2.5009 0.1 0.1 0.7
H 27.6220 9.3598 6.7333 0.8 -0.7 0.3
H 28.0441 8.5433 4.6143 -0.6 0.5 0.9
H 21.3452 3.2841 5.1748 0.2 -0.3 0.1
H 26.1466 3.6983 0.6147 -0.2 -0.1 -0.2
H 27.4338 9.9382 10.5869 0.2 0.2 0.1
O 33.7532 9.4279 9.0764 1.9 -1.5 -1.7
C 30.9981 8.1305 10.0157 2.1 0.3 0.6
C 22.0349 3.6815 4.4301 -0.9 -0.1 -1.1
H 29.6011 9.7762 3.3178 0.7 0.3 0.0
H 30.4502 8.1918 3.1621 0.1 0.2 0.1
H 22.8334 5.5020 6.2743 0.5 0.0 -0.5
H 21.3133 2.4114 8.1450 -0.3 0.7 -0.3
C 32.1688 2.6469 8.6035 -1.6 -0.4 -0.3
H 28.5981 4.6109 1.8428 -0.1 -0.6 -0.3
H 24.0020 2.9220 8.2643 0.7 -0.7 0.7
N 27.1122 9.0907 5.9039 0.1 -0.6 0.4
H 26.4877 8.3838 6.2649 -0.1 -0.4 0.1
H 19.0804 5.2304 0.8229 0.6 -0.3 0.2
H 26.0624 13.9321 7.4210 0.1 0.0 0.1
H 33.4730 9.0836 7.0421 0.1 -0.2 -0.1
H 26.3582 5.9073 6.1244 -0.2 0.1 0.0
H 25.3769 9.4650 11.8222 0.0 -0.2 0.3
O 20.3930 5.3279 2.4881 -1.2 0.4 -1.0
H 24.6598 3.7670 9.8942 0.2 -1.0 -0.2
H 34.7394 10.2841 7.2455 -0.4 0.8 0.7
H 35.1256 8.6830 7.6354 -0.4 -0.3 0.4
H 19.4907 2.1970 7.8693 0.4 -0.1 -0.5
C 26.7352 5.9894 7.1439 -0.6 -1.9 2.4
H 20.4677 1.2340 9.0164 -0.2 -0.6 -0.4
H 32.9003 2.5873 7.7975 0.0 -0.2 0.2
O 24.7096 4.8367 8.1376 2.1 -0.2 0.0
C 26.5201 9.3974 10.3406 0.6 1.1 -2.0
C 26.1853 4.7635 8.0314 -0.3 0.5 -2.1
O 20.0241 3.0739 9.6317 0.1 1.1 0.4
H 31.9324 7.5746 10.0942 -0.4 -1.2 -0.9
O 27.4104 3.1425 2.6994 -0.3 -0.7 -0.9
H 26.7668 8.6613 9.5755 0.0 0.1 0.1
H 22.6373 5.6369 3.8347 -0.3 0.3 -0.2
H 26.5420 3.8784 7.5048 -0.5 -0.6 0.2
C 26.4398 12.9536 7.1240 -1.5 -0.3 0.3
H 19.1144 2.8948 9.8807 0.0 0.1 0.1
H 32.0473 1.7252 9.1724 0.6 -0.5 -0.2
H 28.5833 4.9979 7.0238 0.5 0.1 -0.3
C 25.6542 10.6967 7.0829 0.3 0.8 -0.9
N 26.9611 6.7224 1.6945 0.2 0.2 0.8
C 31.5967 9.4867 10.3730 -1.9 -0.1 0.2
C 28.2488 6.0270 7.1553 -0.8 -0.7 -0.7
C 20.4300 5.6697 3.8812 0.7 -0.3 -1.4
H 26.5756 1.9461 4.1033 0.1 0.2 0.2
H 29.1994 1.4749 7.0774 -0.2 0.5 0.1
C 26.2533 4.7810 0.5475 0.2 -0.6 -0.2
H 25.3240 6.7766 8.1160 -1.2 0.9 -0.3
C 27.7485 4.4847 2.5139 -0.6 1.7 -0.1
H 25.8033 10.0909 9.9008 0.2 0.3 -0.4
C 34.2976 9.3901 7.6856 -0.9 -0.5 1.1
H 29.6248 9.8605 11.1112 0.3 -0.7 -0.2
H 26.8421 13.0618 6.1168 0.6 -0.2 0.2
H 32.6925 11.0437 9.2529 -0.5 0.6 0.7
H 27.4646 7.1148 2.4772 0.4 0.1 0.3
O 25.2972 12.0906 7.1063 -0.2 -0.7 -0.2
H 24.7996 10.1037 7.4086 -0.4 0.1 -0.7
O 30.8723 1.9616 5.8981 -1.3 -0.5 -1.4
H 28.4485 6.6550 6.2871 1.0 0.0 0.3
N 29.7933 3.2723 9.0413 -1.3 -0.6 2.4
C 19.1378 5.6546 1.8253 0.4 0.0 0.3
H 30.6534 11.0445 11.2441 -0.2 0.6 -0.1
O 25.9288 8.8016 11.4016 -1.0 -1.2 2.2
C 26.4067 2.9266 3.6581 0.3 0.7 1.1
H 21.3409 4.9905 6.3386 -0.3 0.1 0.3
H 28.9839 1.6380 5.0557 0.0 -0.2 -0.2
C 26.5831 5.3373 1.9420 0.1 -0.6 -1.9
C 30.2685 1.6711 7.1592 1.2 0.9 0.1
N 30.3683 10.3179 10.6031 1.4 1.5 -0.4
C 26.3611 10.2758 5.7166 -1.7 2.5 0.2
H 26.1616 10.2091 3.5820 0.0 0.1 -0.1
C 29.9102 2.1454 4.7862 0.6 -0.5 1.4
C 30.7024 2.8620 8.0398 1.4 0.9 -1.1
C 24.1448 3.7705 8.9336 -0.6 2.0 -0.9
H 30.3372 3.5871 9.8319 0.2 0.9 0.1
H 18.2373 5.3162 2.3379 0.2 -0.5 0.5
C 32.4943 9.9737 9.1908 -1.2 2.6 0.2
N 21.9424 5.6064 5.8104 -0.6 0.9 0.5
O 28.5415 8.1577 3.8894 1.4 -0.8 -1.2
H 27.1254 11.0436 5.5961 -0.1 0.3 -0.2
C 25.4814 10.2916 4.4296 0.7 -0.7 0.9
H 26.6182 6.9505 8.7850 0.8 0.6 0.4
H 31.9004 9.9901 8.2769 -0.2 -0.9 -0.4
C 29.8219 8.8204 3.7931 -1.7 -0.6 -0.1
```
Positions in Å, forces in eV/Å.

Here are the Löwdin charges for atoms 1 to 4, given in e:
1. H 0.067
2. H 0.078
3. H 0.077
4. H 0.073